DFT (ωB97M-V with the def2-TZVPD basis set) results for one molecule with the formula C4H5FN2 at a distorted geometry.

The calculation puts the total energy at -364.6605 hartree. The charge is 0. For the energy relative to the best compared isomer or geometry (same formula, charge and spin), the calculation gives 89.6 kcal per mole. Its HOMO energy is -9.336 eV. The calculation puts the HOMO-LUMO gap at 9.49 eV.

Geometry as XYZ:
```
12
C4H5FN2 ωB97M-V with the def2-TZVPD basis set
C 0.0747 0.5282 1.1848
C -0.8336 -0.2655 -1.0643
C -1.6383 0.8216 -0.1762
C 1.4370 -1.0290 -0.3685
N -1.0060 1.1334 1.0654
N 0.2045 -0.3512 -0.2289
F -1.6677 1.9965 -0.9965
H 0.7717 0.3200 1.8435
H -2.6640 0.4673 -0.1012
H 1.5622 -1.6247 0.5340
H 2.2357 -0.2912 -0.4780
H 1.5238 -1.7053 -1.2141
```